4 unconnected molecules or ions with the total composition C34H49F3O11 at a distorted geometry. Source: the Open Molecules 2025 dataset; level of theory: ωB97M-V with the def2-TZVPD basis set.

Element x y z (Å)
O (-3.0534, 0.7032, 1.2026)
C (-1.9179, 0.4258, 0.7415)
C (-0.5521, 1.1353, 1.2317)
C (-0.4610, 2.6714, 1.4851)
C (0.9498, 3.2061, 1.9121)
C (2.1962, 2.2707, 2.1000)
C (2.1041, 0.7199, 1.8414)
C (0.7045, 0.2018, 1.4056)
C (0.4846, -1.3619, 1.0633)
O (0.9622, -2.2694, 1.7822)
C (-0.4345, -1.6253, -0.2386)
C (-0.1323, -2.6967, -1.3122)
C (1.2032, -3.5691, -1.1129)
O (2.3132, -2.6276, -1.3012)
C (2.7400, -2.6459, -2.6816)
O (3.6196, -1.5711, -3.0394)
C (3.0584, -0.2801, -2.7045)
C (3.8569, 0.9367, -3.4192)
O (5.2952, 0.6829, -3.4653)
C (-1.1133, -2.8195, -2.5061)
C (-2.3867, -1.9117, -2.6821)
C (-3.3686, -2.0098, -3.9321)
C (-3.7381, -0.6037, -4.6127)
C (-2.5678, 0.4754, -4.5993)
F (-2.8222, 1.6695, -3.8318)
C (-1.3148, 0.3663, -5.2282)
F (-0.4396, 1.4819, -5.1383)
F (-0.9408, -0.8304, -5.8794)
C (-2.6777, -0.8285, -1.5848)
C (-1.7006, -0.7013, -0.3958)
H (-1.3524, 3.3734, 1.3330)
H (1.0789, 4.3347, 2.0811)
H (3.2216, 2.7017, 2.4012)
H (3.0207, 0.0380, 1.9549)
H (1.2508, -3.9612, -0.0282)
H (1.2759, -4.4628, -1.8282)
H (1.8600, -2.6760, -3.4279)
H (3.3344, -3.6295, -2.8258)
H (3.1645, -0.1300, -1.5630)
H (1.9461, -0.1619, -2.9454)
H (3.4605, 1.1901, -4.4587)
H (3.7219, 1.8815, -2.7771)
H (5.4646, 0.2141, -2.6085)
H (-0.9033, -3.5826, -3.3447)
H (-2.8692, -2.7049, -4.7052)
H (-4.3735, -2.5239, -3.6772)
H (-4.0174, -0.8329, -5.7094)
H (-4.6825, -0.1163, -4.1630)
H (-3.5767, -0.1383, -1.6902)
C (9.6824, 3.9991, -1.4445)
O (8.6389, 4.3385, -2.3464)
C (7.6255, 3.3353, -2.4045)
C (6.3890, 3.7529, -1.6182)
O (6.6552, 3.7910, -0.2157)
C (6.8225, 5.1166, 0.2662)
H (10.3198, 4.8758, -1.3154)
H (9.2913, 3.7064, -0.4667)
H (10.2850, 3.1863, -1.8611)
H (8.0071, 2.3706, -2.0507)
H (7.3504, 3.2220, -3.4574)
H (5.6046, 3.0053, -1.7716)
H (6.0083, 4.7179, -1.9706)
H (5.8598, 5.6364, 0.2700)
H (7.5428, 5.6766, -0.3367)
H (7.1950, 5.0631, 1.2909)
C (-1.9340, -2.0356, 7.6673)
O (-0.7392, -1.5041, 7.1131)
C (-0.2397, -2.3003, 6.0391)
C (-0.5446, -1.6631, 4.6889)
O (-1.9455, -1.6808, 4.4129)
C (-2.5516, -0.4108, 4.6115)
H (-2.3521, -1.2939, 8.3505)
H (-2.6753, -2.2534, 6.8943)
H (-1.7098, -2.9454, 8.2328)
H (-0.6378, -3.3207, 6.0887)
H (0.8463, -2.3565, 6.1640)
H (-0.0601, -2.2504, 3.9040)
H (-0.1487, -0.6425, 4.6388)
H (-2.2400, 0.2791, 3.8217)
H (-2.2983, 0.0080, 5.5898)
H (-3.6347, -0.5370, 4.5580)
C (-7.6530, -2.8337, 1.3923)
O (-6.9870, -1.7184, 1.9657)
C (-5.7550, -1.4252, 1.3062)
C (-5.8944, -0.2202, 0.3845)
O (-6.7381, -0.5160, -0.7315)
C (-8.0359, 0.0437, -0.5908)
H (-8.6557, -2.8889, 1.8203)
H (-7.7427, -2.7361, 0.3072)
H (-7.1160, -3.7550, 1.6383)
H (-5.3868, -2.2988, 0.7553)
H (-5.0256, -1.1879, 2.0864)
H (-4.9111, 0.0290, -0.0195)
H (-6.2636, 0.6527, 0.9337)
H (-7.9880, 1.1304, -0.7077)
H (-8.4790, -0.2049, 0.3776)
H (-8.6717, -0.3650, -1.3786)

The HOMO energy is -8.9 eV. The value obtained for the frontier orbital gap is 0.2817 hartree. Its SMILES is O=C1c2ccccc2C(=O)c2c(COCOCCO)cc(CCC(F)=C(F)F)cc21.COCCOC.COCCOC.COCCOC. As for the total charge: 0. The value obtained for the energy is -66711.323 eV. The value obtained for the strongest force on any atom is 4.69 eV/Å. As for the lowest unoccupied orbital energy: -0.04628 Eh.

Results of the Löwdin charge analysis, in e, for atoms 1 through 4:
1 O 0.041
2 C -0.239
3 C -0.039
4 C 0.011

=====

A gas-phase ion, C5H10OS (charge -1). Source: the Open Molecules 2025 dataset; level of theory: ωB97M-V with the def2-TZVPD basis set.

Element x y z (Å)
O (3.1338, -0.5544, -1.0944)
C (1.9129, -0.1574, -1.2393)
C (1.2780, 0.8646, -0.3472)
C (0.6833, 0.2768, 0.9722)
C (-0.3379, -0.8136, 0.7552)
S (-1.7929, -0.3518, -0.1903)
C (-2.4528, 0.9400, 0.9058)
H (1.3364, -0.4735, -2.1161)
H (2.0484, 1.5756, -0.0128)
H (0.4962, 1.4130, -0.8955)
H (0.2872, 1.0853, 1.6015)
H (1.5559, -0.1427, 1.4851)
H (-0.6855, -1.2314, 1.7117)
H (0.1493, -1.6623, 0.2575)
H (-2.2664, 0.6034, 1.9209)
H (-3.5343, 0.9397, 0.7665)
H (-2.0672, 1.9260, 0.6431)

The HOMO energy (spin up / spin down) is 0.4 / -3.1 eV. The value obtained for the frontier orbital gap (spin up / spin down) is 0.1024 / 0.2308 hartree. Its spin multiplicity is 2. As for the total charge: -1. The value obtained for the energy is -18228.554 eV. The value obtained for the strongest force on any atom is 0.97 eV/Å. The expectation value of S² is 0.75. As for the lowest unoccupied orbital energy (spin up / spin down): 0.11845 / 0.11716 Eh.

Results of the natural (NBO) charge analysis, in e, for atoms 1 through 4:
1 O -0.792
2 C 0.014
3 C -0.489
4 C -0.448

=====

A molecular structure, C25H22IrN4O6S at a distorted geometry. Source: the Open Molecules 2025 dataset; level of theory: ωB97M-V with the def2-TZVPD basis set.

Element x y z (Å)
Ir (-0.6221, 0.7351, 0.3816)
O (4.8914, -0.6255, -0.3378)
C (4.4655, -0.4164, -1.5956)
C (5.4080, -0.4313, -2.6253)
C (5.0243, -0.2456, -3.9395)
C (3.6858, -0.0332, -4.2512)
C (2.7481, 0.0205, -3.2440)
C (3.1140, -0.1665, -1.9069)
C (2.0807, -0.0228, -0.8844)
O (0.9890, 0.5701, -1.1808)
N (2.3095, -0.4891, 0.3462)
N (1.3177, -0.2808, 1.1824)
C (1.3304, -0.6949, 2.4543)
C (0.2312, -0.3646, 3.2399)
C (0.0919, -0.7338, 4.6062)
C (-1.0326, -0.3782, 5.2928)
C (-2.0369, 0.3551, 4.6374)
C (-1.8466, 0.6921, 3.3108)
N (-0.7699, 0.3556, 2.6243)
H (4.1161, -0.6241, 0.2634)
H (6.4440, -0.6008, -2.3707)
H (5.7681, -0.2550, -4.7253)
H (3.3835, 0.0988, -5.2782)
H (1.7051, 0.1985, -3.4570)
H (2.1654, -1.2637, 2.8458)
H (0.8879, -1.2849, 5.0806)
H (-1.1549, -0.6381, 6.3326)
H (-2.9337, 0.6527, 5.1541)
H (-2.6061, 1.2379, 2.7680)
O (-0.4815, 2.9930, 0.4317)
N (-0.9852, 3.3953, -0.6905)
C (-0.2096, 3.4189, -1.7889)
C (-0.6947, 3.8672, -2.9916)
C (-2.0156, 4.2869, -3.0841)
C (-2.8103, 4.2238, -1.9468)
C (-2.2731, 3.7768, -0.7608)
H (0.7796, 3.0129, -1.6526)
H (-0.0423, 3.8672, -3.8496)
H (-2.4196, 4.6283, -4.0240)
H (-3.8523, 4.5045, -1.9796)
H (-2.8486, 3.6565, 0.1444)
C (-0.5781, -4.7841, 1.4921)
C (-1.1784, -3.5325, 0.9309)
C (-0.7341, -3.0148, -0.2811)
C (-1.2728, -1.8429, -0.7908)
C (-2.2753, -1.1841, -0.0860)
C (-2.7373, -1.7030, 1.1157)
C (-2.1873, -2.8653, 1.6209)
S (-2.9570, 0.3778, -0.7009)
O (-1.9263, 0.8725, -1.6268)
O (-4.2523, 0.1783, -1.2828)
O (-2.9646, 1.2109, 0.5215)
H (-0.0222, -5.3238, 0.7287)
H (-1.3530, -5.4373, 1.8877)
H (0.1002, -4.5393, 2.3104)
H (0.0421, -3.5338, -0.8292)
H (-0.9499, -1.4419, -1.7414)
H (-3.5127, -1.1725, 1.6426)
H (-2.5425, -3.2625, 2.5575)

The HOMO energy (spin up / spin down) is -7.2 / -7.3 eV. The value obtained for the frontier orbital gap (spin up / spin down) is 0.2288 / 0.2321 hartree. Its spin multiplicity is 2. As for the total charge: 0. The value obtained for the energy is -58197.252 eV. The value obtained for the strongest force on any atom is 7.36 eV/Å. The expectation value of S² is 0.76. As for the lowest unoccupied orbital energy (spin up / spin down): -0.03749 / -0.03755 Eh.

Results of the natural (NBO) charge analysis, in e, for atoms 1 through 4:
1 Ir 1.174
2 O -0.682
3 C 0.360
4 C -0.284